# 1
A single C7H10 molecule, computed with ωB97M-V/def2-TZVPD.

ORCA input file:
```
! wB97M-V def2-TZVPD RIJCOSX def2/J DEFGRID3
* xyz 0 1
C 1.266 0.573 0.877
C 1.003 -0.063 -0.490
C 0.515 -1.496 -0.433
C -0.068 -2.075 0.612
C -0.040 0.730 -1.283
C -1.143 1.136 -0.716
C -2.204 1.497 -0.047
H 1.976 -0.022 1.461
H 1.679 1.580 0.751
H 0.339 0.671 1.452
H 1.938 -0.042 -1.066
H 0.580 -2.042 -1.377
H -3.064 0.837 0.040
H -0.472 -3.082 0.547
H -0.176 -1.565 1.568
H 0.125 0.902 -2.346
H -2.253 2.460 0.451
*
```

**Frontier orbital gap**: 10.275 eV
**Largest force on an atom**: 0.004 Eh/bohr
**Total energy**: -272.633214 hartree
**Energy relative to the best compared isomer or geometry (same formula, charge and spin)**: 53.2 kcal per mole
**SMILES string**: C=C=C[C@@H](C)C=C

Results of the Löwdin charge analysis, in e, for atoms 1 through 4:
1. C -0.085
2. C -0.378
3. C -0.158
4. C 0.006

---

# 2
A single C7H10 molecule at a distorted geometry, computed with ωB97M-V/def2-TZVPD.

ORCA input file:
```
! wB97M-V def2-TZVPD RIJCOSX def2/J DEFGRID3
* xyz 0 1
C -1.881 0.492 -0.015
C -1.073 -0.786 -0.125
C 0.303 -0.819 -0.764
C 1.192 0.409 -0.989
C 1.550 0.851 0.421
C 0.804 0.213 1.320
C 0.170 -0.990 0.722
H -2.291 0.781 -0.990
H -2.722 0.386 0.680
H -1.256 1.316 0.340
H -1.682 -1.653 -0.393
H 0.467 -1.679 -1.410
H 0.676 1.228 -1.511
H 2.061 0.142 -1.601
H 2.343 1.551 0.657
H 0.712 0.374 2.390
H 0.626 -1.815 1.268
*
```

**Frontier orbital gap**: 10.017 eV
**Largest force on an atom**: 0.028 Eh/bohr
**Total energy**: -272.656687 hartree
**Energy relative to the best compared isomer or geometry (same formula, charge and spin)**: 38.5 kcal per mole
**SMILES string**: C[C@@H]1[C@@H]2C=CC[C@H]12

Results of the Löwdin charge analysis, in e, for atoms 1 through 4:
1. C -0.066
2. C -0.236
3. C -0.204
4. C -0.141

---

# 3
A single C7H10 molecule at a distorted geometry, computed with ωB97M-V/def2-TZVPD.

ORCA input file:
```
! wB97M-V def2-TZVPD RIJCOSX def2/J DEFGRID3
* xyz 0 1
C 1.470 1.100 -1.685
C 2.435 0.495 -2.378
C -0.124 -0.398 -0.403
C 0.170 0.586 -1.353
C -1.529 -0.549 3.063
C -1.231 -0.931 1.660
C -1.103 -0.192 0.547
H 1.792 2.028 -1.006
H 2.043 -0.381 -3.041
H 3.443 0.931 -2.493
H 0.675 -1.242 -0.339
H -0.793 1.011 -1.673
H -1.899 0.444 3.091
H -0.557 -0.647 3.686
H -2.399 -1.236 3.362
H -0.902 -1.976 1.379
H -1.925 0.399 0.329
*
```

**Frontier orbital gap**: 7.852 eV
**Largest force on an atom**: 0.116 Eh/bohr
**Total energy**: -272.550471 hartree
**Energy relative to the best compared isomer or geometry (same formula, charge and spin)**: 105.1 kcal per mole
**SMILES string**: C=C/C=C/C=C/C

Results of the Löwdin charge analysis, in e, for atoms 1 through 4:
1. C -0.242
2. C -0.024
3. C -0.127
4. C -0.146